1.
Formula: C29H30N12OPd
Source: the OMol25 dataset
Level of theory: ωB97M-V with the def2-TZVPD basis set

Computed properties:
energy above the lowest of the compared OMol25 structures with the same formula, charge and spin: 0.00 kJ/mol
total energy: -53927.6634 eV

ORCA input file:
```
! wB97M-V def2-TZVPD RIJCOSX def2/J DEFGRID3
* xyz 4 1
Pd 0.394 0.111 0.149
C -1.052 -1.657 -5.031
N -0.939 -1.450 -3.590
C -0.142 -0.638 -2.892
N -0.340 -0.845 -1.596
C -1.306 -1.811 -1.567
N -1.688 -2.202 -2.753
C -2.264 -0.995 -5.658
C -2.353 -0.937 -7.077
C -3.452 -0.407 -7.753
C -4.515 0.084 -7.034
C -4.454 0.028 -5.603
C -3.311 -0.524 -4.931
C -5.500 0.512 -4.870
N -6.688 1.137 -5.353
N -7.371 1.493 -4.370
C -6.682 1.113 -3.183
O -5.533 0.500 -3.529
C -7.054 1.325 -1.890
C -8.253 2.060 -1.593
C -8.559 2.302 -0.280
C -7.718 1.816 0.728
C -6.542 1.062 0.467
C -5.719 0.483 1.605
N -4.283 0.695 1.474
C -3.347 -0.066 0.891
N -2.143 0.449 1.086
C -2.424 1.568 1.821
N -3.697 1.754 2.068
C -6.221 0.824 -0.832
H -1.133 -2.735 -5.179
H -0.126 -1.331 -5.503
H 0.577 0.035 -3.333
H -1.710 -2.239 -0.664
H -1.530 -1.328 -7.668
H -3.464 -0.390 -8.834
H -5.386 0.502 -7.523
H -3.311 -0.580 -3.851
H -8.880 2.421 -2.400
H -9.446 2.863 -0.016
H -7.988 2.016 1.761
H -5.896 -0.592 1.671
H -6.014 0.923 2.555
H -3.572 -1.003 0.403
H -1.679 2.257 2.185
H -5.342 0.247 -1.091
N 1.428 0.927 1.745
C 2.833 0.407 1.807
C 2.838 -1.051 2.234
C 2.223 -1.990 1.210
N 0.762 -1.700 1.043
H 1.435 1.942 1.673
H 0.978 0.726 2.638
H 3.414 1.016 2.499
H 3.272 0.515 0.813
H 2.317 -1.158 3.193
H 3.866 -1.361 2.424
H 2.344 -3.028 1.520
H 2.696 -1.875 0.235
H 0.321 -1.729 1.962
H 0.336 -2.456 0.514
N 0.012 6.574 -3.448
C 0.119 5.605 -2.842
C 0.203 4.366 -2.124
C -0.952 3.616 -1.907
C -0.857 2.415 -1.241
N 0.310 1.938 -0.782
C 1.420 2.665 -0.986
C 1.415 3.878 -1.648
H -1.910 3.984 -2.246
H -1.729 1.810 -1.036
H 2.353 2.253 -0.624
H 2.336 4.426 -1.790
*
```

2.
Formula: C29H30N5O10S2Tl
Source: the OMol25 dataset
Level of theory: ωB97M-V with the def2-TZVPD basis set

Computed properties:
energy above the lowest of the compared OMol25 structures with the same formula, charge and spin: 188.60 kJ/mol
total energy: -84848.6798 eV

ORCA input file:
```
! wB97M-V def2-TZVPD RIJCOSX def2/J DEFGRID3
* xyz -2 1
Tl 0.331 0.856 -0.301
O 1.102 5.360 -0.846
C 0.791 4.167 -0.881
O 1.078 3.285 -0.008
C -0.027 3.662 -2.148
O -0.329 4.466 -3.033
O -0.342 2.421 -2.162
N -2.982 1.062 -1.746
C -2.838 1.879 -0.622
C -3.961 2.652 -0.298
C -3.898 3.485 0.793
C -2.731 3.542 1.542
C -1.675 2.749 1.156
N -1.737 1.943 0.099
C -2.263 0.139 -2.470
C -2.954 -0.419 -3.573
C -2.354 -1.379 -4.343
C -1.067 -1.806 -4.015
C -0.466 -1.206 -2.932
N -1.028 -0.246 -2.180
H -3.891 1.199 -2.151
H -4.856 2.593 -0.905
H -4.757 4.093 1.052
H -2.619 4.181 2.405
H -0.736 2.751 1.685
H -3.959 -0.082 -3.796
H -2.888 -1.804 -5.185
H -0.549 -2.571 -4.575
H 0.481 -1.600 -2.580
O 0.169 -1.874 1.209
S 1.117 -2.343 0.172
C 1.075 -4.183 0.292
C 2.211 -4.612 1.210
C 3.382 -3.722 0.803
C 2.832 -2.301 0.782
H 1.215 -4.588 -0.715
H 0.075 -4.437 0.640
H 2.434 -5.679 1.121
H 1.940 -4.409 2.249
H 3.733 -4.018 -0.192
H 4.231 -3.800 1.486
H 3.358 -1.572 0.172
H 2.731 -1.864 1.778
C -4.269 -2.649 6.551
C -3.262 -1.731 5.909
C -3.563 -0.400 5.650
C -2.624 0.448 5.072
C -1.366 -0.024 4.740
C -1.052 -1.354 4.998
C -1.990 -2.194 5.573
S -0.140 1.046 3.971
O 1.108 0.649 4.591
O -0.590 2.397 4.289
O -0.269 0.704 2.561
H -5.247 -2.170 6.617
H -3.968 -2.930 7.564
H -4.387 -3.573 5.981
H -4.546 -0.019 5.908
H -2.851 1.489 4.875
H -0.064 -1.709 4.736
H -1.735 -3.232 5.768
N 5.283 0.892 -6.489
C 5.317 1.655 -5.356
O 6.210 2.465 -5.184
C 4.214 1.433 -4.365
C 3.196 0.497 -4.544
C 2.232 0.386 -3.556
N 2.250 1.102 -2.445
C 3.203 2.006 -2.266
C 4.206 2.203 -3.211
H 6.011 1.033 -7.164
H 4.559 0.224 -6.665
H 3.119 -0.134 -5.421
H 1.405 -0.314 -3.620
H 3.144 2.559 -1.334
H 4.979 2.943 -3.060
O 2.107 0.329 0.342
*
```

3.
Formula: C29H30N7O2STi
Source: the OMol25 dataset
Level of theory: ωB97M-V with the def2-TZVPD basis set

Computed properties:
energy above the lowest of the compared OMol25 structures with the same formula, charge and spin: 47.89 kJ/mol
total energy: -79039.3841 eV
expectation value of S²: 0.766

ORCA input file:
```
! wB97M-V def2-TZVPD RIJCOSX def2/J DEFGRID3
* xyz 0 2
Ti 0.247 0.191 0.082
C 2.658 3.945 3.596
C 1.304 3.655 3.581
C 0.731 3.043 2.469
C 1.513 2.714 1.372
C 2.874 3.006 1.388
C 3.444 3.618 2.493
N 0.930 2.052 0.245
C 0.695 2.795 -0.905
C 0.658 4.190 -0.999
C 0.282 4.794 -2.189
C -0.057 4.036 -3.309
C 0.013 2.656 -3.245
C 0.405 2.041 -2.066
N 0.512 0.663 -1.828
N 0.471 -0.187 -2.811
C 0.616 -1.452 -2.300
C 0.794 -2.545 -3.153
C 1.003 -3.782 -2.602
C 1.025 -3.926 -1.207
C 0.829 -2.818 -0.428
N 0.613 -1.594 -0.956
H 3.106 4.413 4.465
H 0.684 3.899 4.436
H -0.323 2.789 2.467
H 3.476 2.724 0.532
H 4.506 3.830 2.501
H 0.910 4.783 -0.129
H 0.246 5.875 -2.246
H -0.361 4.525 -4.227
H -0.221 2.040 -4.104
H 0.783 -2.375 -4.221
H 1.158 -4.642 -3.241
H 1.197 -4.886 -0.743
H 0.834 -2.865 0.649
O -1.659 0.632 2.688
C -0.773 -0.142 2.425
O -0.723 -0.829 1.251
C 0.322 -0.458 3.394
C -0.044 -0.583 4.734
C 0.891 -0.910 5.698
C 2.217 -1.091 5.313
C 2.591 -0.944 3.989
C 1.654 -0.631 2.996
S 2.249 -0.412 1.344
H -1.081 -0.416 5.000
H 0.595 -1.021 6.734
H 2.968 -1.335 6.056
H 3.629 -1.060 3.699
C -4.735 -0.387 -0.419
N -3.516 0.117 -1.054
C -2.610 -0.944 -1.461
C -2.946 1.256 -0.529
N -1.697 1.309 -0.212
N -3.803 2.311 -0.330
C -4.799 2.648 -1.342
C -3.316 3.443 0.436
H -4.491 -1.042 0.424
H -5.315 -0.956 -1.147
H -5.343 0.433 -0.049
H -3.178 -1.671 -2.041
H -2.157 -1.455 -0.604
H -1.832 -0.540 -2.101
H -1.423 2.254 0.025
H -4.979 1.800 -1.993
H -4.451 3.485 -1.957
H -5.738 2.938 -0.866
H -2.839 3.098 1.353
H -4.165 4.067 0.711
H -2.608 4.057 -0.135
*
```

What did we get for largest force on an atom? Answer: 0.90 2.44 1.84 eV/Å, in the order shown.